Entry 1:
Formula: C4H6O2
Source: the Open Molecules 2025 dataset
Level of theory: ωB97M-V/def2-TZVPD

Output
Energy above the lowest of the compared OMol25 structures with the same formula, charge and spin   1.008 eV
E   -306.46925 Eh
Maximum force   0.0102 Eh/bohr

```
12
Properties=species:S:1:pos:R:3:lowdin_charge:R:1
O 0.207 1.727 0.142 0.1267
O -0.684 -0.183 -0.700 -0.0086
C -1.112 -0.633 1.577 0.0449
C 1.587 0.240 -1.164 0.0202
C 0.331 0.722 -0.501 -0.5303
C -1.556 -0.381 0.356 -0.1850
H -0.045 -0.668 1.777 0.0760
H 1.411 0.055 -2.226 0.0921
H -2.599 -0.356 0.059 0.1178
H 1.867 -0.715 -0.706 0.0947
H -1.790 -0.779 2.406 0.0622
H 2.382 0.971 -1.020 0.0894
```


Entry 2:
Formula: C4H6O2
Source: the Open Molecules 2025 dataset
Level of theory: ωB97M-V/def2-TZVPD

Output
Energy above the lowest of the compared OMol25 structures with the same formula, charge and spin   1.103 eV
E   -306.46577 Eh
Maximum force   0.0274 Eh/bohr

```
12
Properties=species:S:1:pos:R:3:lowdin_charge:R:1
O -3.114 -1.638 -0.548 0.0661
O -0.437 1.378 -0.353 0.0016
C 0.351 0.373 0.120 -0.4915
C 0.010 -0.441 1.124 0.0135
C 1.646 0.304 -0.633 -0.0384
C -2.793 -0.573 -0.328 0.0413
H 1.450 0.152 -1.701 0.0857
H 0.676 -1.238 1.432 0.0576
H -1.330 1.263 0.003 0.0490
H -0.920 -0.322 1.675 0.0484
H 2.187 1.251 -0.530 0.0865
H 2.275 -0.508 -0.260 0.0801
```


Entry 3:
Formula: C4H6O2
Source: the Open Molecules 2025 dataset
Level of theory: ωB97M-V/def2-TZVPD

Output
Energy above the lowest of the compared OMol25 structures with the same formula, charge and spin   4.313 eV
E   -306.34781 Eh
Maximum force   0.0397 Eh/bohr

```
12
Properties=species:S:1:pos:R:3:lowdin_charge:R:1
O 0.898 -1.099 -0.417 -0.0938
O -0.501 0.988 -1.460 0.0018
C -0.409 -1.256 0.200 -0.1131
C -0.113 1.099 -0.143 -0.2882
C 1.101 0.104 0.330 -0.1403
C -0.298 0.091 0.897 -0.1418
H -0.616 0.306 1.909 0.1333
H 1.705 0.910 -0.034 0.1369
H -0.463 -2.121 0.864 0.1263
H -0.087 0.164 -1.775 0.0964
H -0.033 2.133 0.203 0.1563
H -1.183 -1.321 -0.574 0.1262
```


Entry 4:
Formula: C4H6O2
Source: the Open Molecules 2025 dataset
Level of theory: ωB97M-V/def2-TZVPD

Output
Energy above the lowest of the compared OMol25 structures with the same formula, charge and spin   3.187 eV
E   -306.38918 Eh
Maximum force   0.0144 Eh/bohr

```
12
Properties=species:S:1:pos:R:3:lowdin_charge:R:1
O -0.360 -1.788 -0.164 0.0389
O 0.771 -0.847 1.562 0.0720
C 0.252 -1.861 0.873 -0.3642
C -0.929 0.546 -0.742 -0.0783
C -0.449 1.393 0.115 -0.1006
C 0.426 1.079 -1.072 -0.1418
H -1.760 -0.011 -1.135 0.1096
H 0.451 -2.817 1.371 0.1376
H 0.475 -0.010 1.137 0.0613
H -0.681 2.073 0.917 0.1027
H 1.318 0.447 -0.969 0.0839
H 0.488 1.796 -1.894 0.0789
```


Entry 5:
Formula: C4H6O2
Source: the Open Molecules 2025 dataset
Level of theory: ωB97M-V/def2-TZVPD

Output
Energy above the lowest of the compared OMol25 structures with the same formula, charge and spin   4.579 eV
E   -306.33802 Eh
Maximum force   0.0098 Eh/bohr

```
12
Properties=species:S:1:pos:R:3:lowdin_charge:R:1
O -0.655 -1.675 1.015 -0.0067
O 1.476 0.415 -0.914 -0.1385
C 0.558 -0.462 -1.120 -0.2161
C -0.694 0.700 0.684 -0.0374
C -0.875 -0.581 0.203 -0.3050
C 0.071 1.703 0.737 0.0781
H -1.715 -0.786 -0.457 0.1397
H 0.047 -1.450 1.642 0.1152
H 0.965 1.294 -0.088 0.0763
H 0.105 2.675 1.203 0.0739
H -0.085 -0.325 -2.006 0.1089
H 0.803 -1.510 -0.899 0.1115
```


Entry 6:
Formula: C4H6O2
Source: the Open Molecules 2025 dataset
Level of theory: ωB97M-V/def2-TZVPD

Output
Energy above the lowest of the compared OMol25 structures with the same formula, charge and spin   4.884 eV
E   -306.32680 Eh
Maximum force   0.1607 Eh/bohr

```
12
Properties=species:S:1:pos:R:3:lowdin_charge:R:1
O 2.330 -0.889 -0.275 0.0480
O 0.117 -0.961 0.619 -0.1133
C -1.911 -0.978 -0.037 -0.0862
C 1.133 -0.319 0.123 -0.4649
C -2.643 -0.072 -0.150 -0.0399
C 0.954 1.154 0.135 -0.0294
H -1.104 -1.749 -0.060 0.0532
H 0.010 1.287 0.738 0.0837
H 2.010 -1.920 -0.399 0.2108
H 1.788 1.885 0.493 0.1106
H -3.176 0.953 -0.230 0.0634
H 0.491 1.608 -0.959 0.1641
```


What E_LUMO values result from the calculations? In sequence: 1.0, 1.0, 0.9, 1.0, 0.4, 0.4 eV.